12
Properties=species:S:1:pos:R:3 method="wB97M-V/def2-TZVPD" de_lowest_kcal_mol=86.0 gap_ev=9.7 total_charge=+1 e_tot_ev=-8572.9321
N 1.5818 -0.1106 0.7947
N -2.3489 0.1315 1.0424
N 0.5729 0.4694 0.2664
N 2.4882 -0.6133 0.2576
N 0.6500 0.3450 -1.1787
C 1.6787 -0.0598 -1.7549
H -3.0299 0.6194 0.6140
H -2.7215 -0.7549 1.3462
H -2.0236 0.7035 1.8325
H -1.3425 0.1858 0.4936
H 2.5665 -0.5923 -0.9148
H 1.9284 -0.3236 -2.7991